This record from OMol25 describes a molecular structure, C37H38Ge2O5V in a non-equilibrium geometry. The level of theory is the ωB97M-V functional and the def2-TZVPD basis.

```
83
C37H38Ge2O5V, DFT the ωB97M-V functional and the def2-TZVPD basis
V 9.364 10.964 10.590
O 11.337 14.091 9.914
C 11.047 12.940 9.655
O 11.046 11.934 10.469
C 10.664 12.584 8.213
C 11.080 11.106 7.866
C 11.056 10.949 6.333
C 9.534 10.793 6.083
C 8.935 11.071 7.462
O 9.881 10.403 8.309
C 9.183 12.611 7.770
C 8.078 13.056 8.819
O 7.325 13.999 8.643
O 8.093 12.304 9.875
H 11.221 13.305 7.642
H 11.989 10.871 8.436
H 11.574 11.774 5.846
H 11.615 10.107 5.989
H 9.128 11.499 5.372
H 9.341 9.830 5.754
H 7.907 10.663 7.500
H 9.062 13.227 6.878
C 9.577 10.481 17.672
C 10.609 9.913 16.957
C 10.830 10.354 15.665
C 9.931 11.147 14.923
C 8.934 11.671 15.764
C 8.760 11.399 17.106
C 9.988 11.279 13.440
C 8.973 11.301 12.594
C 7.518 11.482 12.957
C 6.693 10.369 13.186
C 5.366 10.468 13.548
C 4.815 11.765 13.682
C 5.656 12.881 13.515
C 6.944 12.726 13.018
H 9.403 10.098 18.624
H 11.233 9.180 17.332
H 11.699 9.968 15.093
H 8.219 12.387 15.322
H 7.967 12.008 17.540
H 11.024 11.161 13.048
H 7.268 9.413 13.113
H 4.764 9.617 13.628
H 3.791 11.901 14.023
H 5.210 13.848 13.678
H 7.613 13.564 12.907
C 11.545 7.585 7.833
Ge 10.996 7.355 9.708
C 11.130 5.395 9.962
C 12.540 7.932 10.843
Ge 8.986 8.301 10.503
C 7.497 7.562 9.430
C 7.547 6.313 8.877
C 6.692 5.841 7.905
C 5.599 6.682 7.499
C 5.475 7.927 8.019
C 6.426 8.372 8.948
C 8.579 7.332 12.213
C 7.567 6.409 12.401
C 7.349 5.908 13.683
C 8.002 6.334 14.793
C 8.917 7.325 14.617
C 9.336 7.739 13.315
H 12.186 8.496 7.650
H 10.653 7.593 7.225
H 12.139 6.760 7.464
H 11.077 5.066 10.970
H 12.107 4.928 9.567
H 10.320 4.822 9.473
H 13.495 7.506 10.474
H 12.484 7.481 11.917
H 12.641 9.019 10.892
H 8.365 5.579 9.119
H 6.850 4.890 7.398
H 4.951 6.374 6.728
H 4.696 8.605 7.657
H 6.435 9.419 9.136
H 6.907 6.126 11.657
H 6.571 5.175 13.792
H 7.677 5.971 15.795
H 9.293 7.859 15.529
H 10.168 8.424 13.233
```

Multiplicity   3
Electronic energy   -6906.8182 a.u.
HOMO energy (alpha / beta)   -5.38 / -5.25 eV
<S²>   2.03
Net charge   -1

How positive or negative is each atom? The Mulliken charges in e answer that: number 1, V, carries 0.466; number 2, O, carries -0.730; number 3, C, carries -0.081; number 4, O, carries -0.667; number 5, C, carries -0.049; number 6, C, carries -0.178; number 7, C, carries -1.050; number 8, C, carries -1.186; number 9, C, carries 0.046; number 10, O, carries 0.632; number 11, C, carries 0.219; number 12, C, carries -0.150; number 13, O, carries -0.739; number 14, O, carries -0.535; number 15, H, carries 0.529; number 16, H, carries 0.479; number 17, H, carries 0.453; number 18, H, carries 0.329; number 19, H, carries 0.474; number 20, H, carries 0.440; number 21, H, carries 0.239; number 22, H, carries 0.688; number 23, C, carries -0.247; number 24, C, carries -0.863; number 25, C, carries -0.252; number 26, C, carries 0.151; number 27, C, carries 0.448; number 28, C, carries -0.883; number 29, C, carries 0.002; number 30, C, carries -0.180; number 31, C, carries -0.023; number 32, C, carries 0.792; number 33, C, carries -0.974; number 34, C, carries -0.424; number 35, C, carries -0.825; number 36, C, carries -0.002; number 37, H, carries 0.424; number 38, H, carries 0.515; number 39, H, carries 0.241; number 40, H, carries 0.186; number 41, H, carries 0.387; number 42, H, carries 0.375; number 43, H, carries 0.038; number 44, H, carries 0.507; number 45, H, carries 0.355; number 46, H, carries 0.398; number 47, H, carries 0.489; number 48, C, carries -1.327; number 49, Ge, carries 0.857; number 50, C, carries -1.444; number 51, C, carries -1.320; number 52, Ge, carries -0.388; number 53, C, carries -0.028; number 54, C, carries 0.093; number 55, C, carries -0.814; number 56, C, carries -0.428; number 57, C, carries -0.914; number 58, C, carries -0.085; number 59, C, carries -0.186; number 60, C, carries -0.658; number 61, C, carries -0.507; number 62, C, carries -0.798; number 63, C, carries -0.052; number 64, C, carries -0.433; number 65, H, carries 0.279; number 66, H, carries 0.367; number 67, H, carries 0.621; number 68, H, carries 0.448; number 69, H, carries 0.369; number 70, H, carries 0.399; number 71, H, carries 0.475; number 72, H, carries 0.276; number 73, H, carries 0.320; number 74, H, carries -0.004; number 75, H, carries 0.413; number 76, H, carries 0.400; number 77, H, carries 0.382; number 78, H, carries 0.508; number 79, H, carries 0.559; number 80, H, carries 0.337; number 81, H, carries 0.325; number 82, H, carries 0.119; number 83, H, carries 0.575